Record 1
Density functional theory data (wB97M-V/def2-TZVPD) for a 7-piece molecular cluster, C25H42BrO12P overall.

Maximum force (eV Å⁻¹): 1.7
Total charge: 0
SMILES string: O=C1CCCO1.O=C1CCCO1.O=C1CCCO1.O=C1CCCO1.O=C1CCCO1.O=C1CCCO1.C[PH3]Br
Spin multiplicity: 1
Electronic energy (eV): -130508.670
Frontier orbital gap (Eh): 0.3480

Last column: Mulliken charge in e.
Positions of all 81 atoms, in Å:
C  8.25  -1.44  4.68  -1.137
P  6.40  -1.49  4.50  0.463
Br  3.93  -1.55  4.28  -0.475
H  8.54  -1.33  5.72  0.460
H  8.62  -0.57  4.13  0.271
H  8.70  -2.33  4.25  0.281
H  6.19  -0.46  5.40  0.082
H  6.40  -1.19  3.16  0.081
H  6.25  -2.77  5.00  0.078
O  -1.75  0.70  1.02  -0.554
C  -0.75  0.11  1.32  0.425
O  -0.04  0.41  2.42  -0.371
C  1.17  -0.37  2.48  -0.027
C  0.89  -1.60  1.61  -0.488
C  -0.06  -1.02  0.57  -0.375
H  2.00  0.23  2.09  -0.110
H  1.38  -0.62  3.52  0.231
H  1.80  -2.04  1.21  0.328
H  0.38  -2.36  2.20  0.257
H  0.47  -0.59  -0.28  0.258
H  -0.80  -1.73  0.19  0.320
O  7.97  -2.03  1.53  -0.594
C  8.98  -1.75  0.94  0.503
O  9.13  -0.57  0.31  -0.348
C  10.39  -0.53  -0.39  -0.449
C  11.27  -1.57  0.30  -0.481
C  10.23  -2.60  0.76  -0.349
H  10.20  -0.78  -1.44  0.271
H  10.77  0.48  -0.33  0.313
H  12.04  -1.97  -0.35  0.314
H  11.75  -1.13  1.17  0.275
H  10.01  -3.35  -0.01  0.266
H  10.47  -3.11  1.68  0.264
O  -7.67  1.34  -1.29  -0.573
C  -6.62  1.54  -0.73  0.551
O  -5.45  1.46  -1.40  -0.294
C  -4.34  1.62  -0.48  -0.326
C  -4.92  2.36  0.72  -0.550
C  -6.36  1.85  0.73  -0.538
H  -3.96  0.64  -0.22  0.245
H  -3.55  2.17  -1.00  0.314
H  -4.36  2.17  1.63  0.319
H  -4.92  3.44  0.53  0.292
H  -6.46  0.91  1.29  0.245
H  -7.10  2.56  1.09  0.338
O  6.68  1.95  3.48  -0.533
C  5.82  2.63  3.01  0.178
O  5.92  3.97  2.93  -0.378
C  4.70  4.55  2.42  -0.410
C  4.00  3.41  1.67  -0.509
C  4.47  2.19  2.46  0.043
H  4.11  4.89  3.28  0.252
H  4.96  5.40  1.80  0.316
H  2.93  3.53  1.62  0.329
H  4.39  3.36  0.65  0.276
H  3.83  1.97  3.31  0.175
H  4.59  1.29  1.87  0.267
O  -7.34  -5.14  -1.31  -0.592
C  -7.62  -4.03  -1.63  0.439
O  -6.82  -2.97  -1.37  -0.366
C  -7.45  -1.74  -1.78  0.111
C  -8.48  -2.15  -2.82  -0.469
C  -8.88  -3.54  -2.34  -0.489
H  -7.91  -1.28  -0.90  0.074
H  -6.68  -1.07  -2.15  0.072
H  -9.31  -1.44  -2.89  0.433
H  -8.01  -2.22  -3.80  0.229
H  -9.69  -3.51  -1.61  0.242
H  -9.15  -4.23  -3.13  0.329
O  -8.59  1.46  -7.69  -0.586
C  -7.96  1.32  -6.69  0.429
O  -8.55  1.24  -5.47  -0.374
C  -7.55  1.17  -4.43  0.107
C  -6.30  0.64  -5.12  -0.407
C  -6.45  1.21  -6.53  -0.415
H  -7.41  2.17  -4.02  0.179
H  -7.92  0.53  -3.64  -0.068
H  -5.39  0.94  -4.61  0.318
H  -6.33  -0.45  -5.15  0.231
H  -6.04  2.22  -6.62  0.240
H  -6.04  0.59  -7.31  0.317

=====

Record 2
Density functional theory data (wB97M-V/def2-TZVPD) for a 2-piece molecular cluster, C2H4FNS overall.

Maximum force (eV Å⁻¹): 3.4
Total charge: 0
SMILES string: CN=C=S.F
Spin multiplicity: 1
Electronic energy (eV): -17180.827
Relative energy (zero: lowest compared OMol25 entry of this formula, charge and spin) (eV): 0.9191
Frontier orbital gap (Eh): 0.3699

Last column: Mulliken charge in e.
Positions of all 9 atoms, in Å:
C  -0.26  1.18  -0.06  0.394
C  0.16  -0.82  1.29  -0.787
N  0.14  0.49  0.82  -0.185
F  0.31  -0.20  -2.64  -0.375
S  -0.74  2.31  -1.08  -0.393
H  -0.76  -1.04  1.63  0.346
H  0.53  -1.55  0.64  0.359
H  1.01  -0.80  1.93  0.296
H  -0.38  0.44  -2.54  0.345

=====

Record 3
Density functional theory data (wB97M-V/def2-TZVPD) for C37H22Cl2IrN5O5S3 as an isolated structure.

Maximum force (eV Å⁻¹): 4.6
Total charge: -2
Spin multiplicity: 5
Electronic energy (eV): -116800.913
Relative energy (zero: lowest compared OMol25 entry of this formula, charge and spin) (eV): 0.0000
Frontier orbital gap (alpha / beta) (Eh): 0.1780 / 0.1814
Expectation value of S²: 6.087

Last column: Mulliken charge in e.
Positions of all 75 atoms, in Å:
Ir  -0.03  1.79  -0.72  0.944
Cl  4.34  1.66  -3.64  -0.216
C  4.01  1.52  -1.96  0.028
C  5.07  1.24  -1.08  -0.930
C  4.82  1.04  0.27  0.936
Cl  6.13  0.60  1.28  -0.285
C  3.53  1.04  0.90  -0.320
C  3.18  0.88  2.26  -1.167
C  1.86  0.51  2.58  -0.240
C  0.92  0.40  1.56  -1.088
N  1.22  0.97  0.37  0.748
C  2.48  1.23  -0.02  0.433
C  2.70  1.70  -1.42  0.473
O  1.70  2.35  -1.97  -0.812
H  6.07  1.19  -1.46  0.432
H  3.96  0.93  3.02  0.373
H  1.57  0.25  3.62  0.385
H  -0.07  -0.02  1.69  0.513
O  -3.31  6.50  -0.20  -0.526
C  -3.07  5.97  0.98  0.374
O  -3.43  6.39  2.07  -0.637
C  -2.21  4.76  1.08  0.127
C  -1.87  4.03  2.20  -0.341
N  -1.14  2.93  1.89  -0.038
N  -0.93  2.96  0.53  -0.007
C  -1.63  4.00  -0.03  -0.028
C  -1.67  3.98  -1.47  0.834
O  -2.05  4.96  -2.15  -0.868
O  -1.19  2.82  -1.96  -0.660
H  -2.88  6.04  -0.98  0.433
H  -2.16  4.22  3.23  0.502
H  -0.60  2.34  2.53  0.166
S  -2.74  -5.27  4.41  -0.454
C  -2.74  -3.63  4.08  0.141
S  -2.59  -3.20  2.44  -0.115
C  -2.58  -1.52  2.86  0.256
N  -2.56  -1.29  4.19  -0.838
N  -2.76  -2.51  4.87  0.503
C  -2.96  -2.42  6.26  0.696
C  -3.64  -3.44  6.95  -0.531
C  -3.89  -3.28  8.31  -0.550
C  -3.41  -2.17  9.02  -0.481
C  -2.72  -1.16  8.33  -0.382
C  -2.52  -1.25  6.93  -0.415
S  -2.61  -0.49  1.56  -0.419
H  -4.00  -4.29  6.39  0.204
H  -4.40  -4.06  8.83  0.360
H  -3.54  -2.11  10.11  0.327
H  -2.34  -0.28  8.87  0.300
H  -2.04  -0.48  6.35  0.475
C  0.03  0.28  -1.97  -0.376
C  0.28  -0.51  -2.90  -0.457
C  0.73  -1.13  -4.03  0.194
C  0.58  -0.36  -5.29  0.848
C  1.44  -0.54  -6.40  -0.421
C  1.28  0.28  -7.51  -0.634
C  0.23  1.19  -7.55  -0.400
C  -0.75  1.24  -6.51  -0.618
C  -0.58  0.46  -5.38  -0.561
C  1.38  -2.45  -3.92  0.419
C  1.46  -3.33  -5.05  -0.489
C  2.23  -4.47  -4.96  -0.681
C  2.83  -4.77  -3.74  -0.290
C  2.63  -4.03  -2.56  -0.737
C  1.91  -2.83  -2.66  -0.519
H  2.22  -1.31  -6.42  0.566
H  1.99  0.22  -8.33  0.372
H  0.04  1.77  -8.47  0.302
H  -1.65  1.86  -6.61  0.361
H  -1.30  0.36  -4.56  0.342
H  0.93  -3.08  -5.96  0.640
H  2.41  -5.10  -5.83  0.347
H  3.50  -5.62  -3.69  0.323
H  3.09  -4.31  -1.61  0.381
H  1.75  -2.14  -1.84  0.470

=====

Record 4
Density functional theory data (wB97M-V/def2-TZVPD) for C34H28Cl2HgN6O2 as an isolated structure.

Maximum force (eV Å⁻¹): 1.5
Total charge: -1
Spin multiplicity: 2
Electronic energy (eV): -77967.865
Frontier orbital gap (alpha / beta) (Eh): 0.1380 / 0.2473
Expectation value of S²: 0.763

Last column: Mulliken charge in e.
Positions of all 73 atoms, in Å:
Hg  0.05  -1.99  0.95  1.075
C  2.61  4.25  2.37  -1.558
C  1.62  3.11  2.35  0.515
C  0.31  3.27  1.89  -1.007
C  -0.55  2.21  1.76  0.363
C  -0.18  0.88  2.09  0.475
N  -0.97  -0.19  1.80  -0.491
C  -2.36  -0.10  1.87  0.112
C  -2.93  0.69  2.87  0.061
C  -4.29  0.95  2.97  -0.930
C  -5.17  0.35  2.07  0.382
C  -6.66  0.58  2.17  -1.582
C  -4.64  -0.50  1.12  -0.330
C  -3.26  -0.78  1.00  -0.189
N  -2.91  -1.66  -0.02  0.508
C  -3.61  -1.85  -1.19  -0.343
C  -3.08  -2.97  -1.81  -1.079
C  -2.05  -3.41  -1.01  -0.379
N  -1.94  -2.65  0.11  -0.545
C  1.10  0.75  2.67  -0.522
C  1.98  1.84  2.73  -0.538
N  1.58  -0.44  3.33  0.571
C  2.32  -0.43  4.46  -0.204
C  2.65  -1.73  4.76  -1.019
C  2.04  -2.49  3.75  -0.607
N  1.40  -1.70  2.90  -0.444
H  2.11  5.19  2.61  0.385
H  3.09  4.37  1.39  0.262
H  3.40  4.08  3.10  0.360
H  -0.02  4.26  1.58  0.335
H  -1.53  2.37  1.35  0.505
H  -2.26  1.17  3.58  0.463
H  -4.66  1.60  3.75  0.365
H  -6.88  1.63  2.35  0.367
H  -7.10  0.01  2.99  0.289
H  -7.16  0.29  1.25  0.340
H  -5.32  -1.03  0.46  0.492
H  -4.35  -1.14  -1.52  0.522
H  -3.39  -3.38  -2.76  0.449
H  -1.34  -4.21  -1.17  0.455
H  2.99  1.66  3.10  0.526
H  2.53  0.49  4.98  0.525
H  3.23  -2.08  5.60  0.401
H  2.02  -3.55  3.60  0.476
Cl  0.16  -2.68  -4.36  -0.213
C  -0.37  -1.03  -4.25  0.689
C  -1.37  -0.59  -5.10  -0.517
C  -1.77  0.73  -5.06  -0.538
C  -1.18  1.61  -4.16  -0.559
C  -0.20  1.14  -3.30  1.044
Cl  0.50  2.24  -2.17  -0.117
C  0.24  -0.18  -3.32  -1.772
N  1.22  -0.64  -2.43  0.436
C  2.56  -0.22  -2.58  1.033
C  2.91  0.63  -3.63  -0.434
C  4.21  1.07  -3.78  -0.783
C  5.19  0.67  -2.89  -0.784
C  4.83  -0.17  -1.84  -0.851
C  3.53  -0.62  -1.65  0.546
C  3.23  -1.47  -0.44  -0.051
C  2.67  -2.86  -0.80  0.223
O  3.37  -3.59  -1.49  -0.734
O  1.50  -3.17  -0.35  -0.524
H  -1.83  -1.29  -5.78  0.435
H  -2.56  1.08  -5.71  0.387
H  -1.48  2.64  -4.10  0.439
H  1.12  -1.63  -2.23  0.316
H  2.15  0.94  -4.34  0.355
H  4.46  1.73  -4.61  0.385
H  6.21  1.00  -3.00  0.363
H  5.59  -0.49  -1.14  0.366
H  2.55  -0.95  0.24  -0.492
H  4.17  -1.62  0.10  0.537

=====

Record 5
Density functional theory data (wB97M-V/def2-TZVPD) for a 2-piece molecular cluster, CH2O3PS overall.

Maximum force (eV Å⁻¹): 2.2
Total charge: -1
Spin multiplicity: 1
Electronic energy (eV): -27337.825
Relative energy (zero: lowest compared OMol25 entry of this formula, charge and spin) (eV): 1.1405
Frontier orbital gap (Eh): 0.2684

Last column: Mulliken charge in e.
Positions of all 8 atoms, in Å:
C  2.22  0.76  0.39  0.448
O  -1.13  -0.27  0.25  -0.668
O  1.76  1.75  0.90  -0.529
O  1.61  -1.71  -0.24  -0.549
P  2.81  -0.98  0.22  0.018
S  3.37  0.84  -0.93  -0.388
H  -0.34  0.23  0.58  0.330
H  -0.85  -1.10  -0.18  0.337

=====

Record 6
Density functional theory data (wB97M-V/def2-TZVPD) for C8H8NO4 as an isolated structure.

Maximum force (eV Å⁻¹): 2.9
Total charge: -1
Spin multiplicity: 1
Electronic energy (eV): -18102.190
Relative energy (zero: lowest compared OMol25 entry of this formula, charge and spin) (eV): 2.7998
Frontier orbital gap (Eh): 0.2108

Last column: Mulliken charge in e.
Positions of all 21 atoms, in Å:
C  -1.80  0.10  1.13  -1.245
C  -0.69  -0.71  1.73  -0.304
N  0.53  0.00  1.44  0.966
O  1.64  -0.56  1.55  -0.657
O  0.42  1.20  1.07  -0.665
H  -2.70  -0.50  1.02  0.340
H  -1.94  0.93  1.83  0.278
H  -1.67  0.60  0.16  0.353
H  -0.68  -1.79  1.46  0.449
C  -0.38  -0.23  4.62  -0.579
C  -0.53  -1.21  3.68  0.060
C  -1.70  -2.16  3.75  0.381
O  -1.84  -3.11  2.96  -0.665
C  -2.54  -2.00  4.97  -0.500
C  -2.43  -0.97  5.82  -0.308
C  -1.38  0.03  5.67  0.326
O  -1.34  1.05  6.39  -0.731
H  0.45  0.49  4.59  0.377
H  0.38  -1.66  3.20  0.423
H  -3.30  -2.78  5.10  0.332
H  -3.16  -0.84  6.62  0.369

=====

Which value of electronic energy does entry 5 give?
-27337.825 eV